Entry 1:
45
Properties=species:S:1:pos:R:3:lowdin_charge:R:1 method="wB97M-V/def2-TZVPD" molar_mass_g_mol=262.4 largest_force_ev_per_a=4.1 homo_ev=-9.29 e_lumo_ev=0.794
C 2.1869 -1.6931 0.0190 -0.01
C 1.8141 -0.2342 0.4511 -0.42
C 2.3695 -0.0366 1.8715 -0.02
C 2.2873 0.8066 -0.6103 -0.22
C 1.6233 2.1032 -0.1203 -0.08
C 0.1948 1.5339 -0.0276 -0.09
C 0.3304 0.0586 0.3287 -0.22
C -0.7476 -0.5759 1.2404 -0.19
C -1.4132 0.4001 2.2238 -0.13
O -2.0566 -0.2874 3.2959 0.00
C -1.2833 -0.6991 4.3121 -0.30
O -0.0634 -0.6573 4.3160 0.05
C -1.8338 -1.2049 0.3286 -0.12
C -2.3302 -0.2970 -0.8268 -0.12
C -1.2135 0.0731 -1.8349 -0.47
C -1.7145 1.2440 -2.6746 -0.05
C -0.9333 -1.0383 -2.8445 -0.04
C 0.1024 0.4667 -1.1182 -0.24
C 1.4311 0.4648 -1.8399 -0.07
H 1.5629 -2.0686 -0.7865 0.07
H 3.2528 -1.7186 -0.2820 0.10
H 2.0434 -2.4007 0.8312 0.07
H 1.9829 0.8453 2.2933 0.06
H 2.0363 -0.8533 2.5440 0.08
H 3.4781 -0.0203 1.8700 0.10
H 3.3577 0.8744 -0.7252 0.14
H 1.9772 2.4702 0.8560 0.11
H 1.6989 2.9014 -0.8680 0.12
H -0.6715 2.1884 0.2176 0.16
H -0.2026 -1.3847 1.7736 0.15
H -0.6151 1.0481 2.6114 0.13
H -2.0863 1.0567 1.6922 0.12
H -1.6910 -1.1473 5.1524 0.12
H -1.4236 -2.1538 -0.0867 0.12
H -2.6880 -1.4884 0.9750 0.12
H -3.1998 -0.6937 -1.3931 0.13
H -2.7016 0.6372 -0.3875 0.11
H -0.9930 1.4997 -3.4281 0.08
H -1.8726 2.1292 -2.0812 0.08
H -2.6545 1.0372 -3.1359 0.08
H -1.8198 -1.3028 -3.4152 0.09
H -0.6461 -1.9495 -2.3334 0.08
H -0.1104 -0.7715 -3.5277 0.09
H 1.5071 1.3174 -2.5772 0.15
H 1.7283 -0.4793 -2.2788 0.11

Entry 2:
75
Properties=species:S:1:pos:R:3:lowdin_charge:R:1 method="wB97M-V/def2-TZVPD" molar_mass_g_mol=1183.1 total_charge=-1 largest_force_ev_per_a=11.0 homo_ev=-4.97 e_lumo_ev=1.479
C 1.5139 0.0338 -3.2343 -0.10
C 2.0829 -0.6286 -1.8075 -0.25
O 2.3767 0.5165 -0.9308 -0.22
C 3.5132 0.2520 -0.0277 -0.15
C 3.1515 0.6128 1.5651 -0.15
O 3.8512 1.7951 2.0737 -0.09
B 3.3443 3.0623 1.5358 -0.99
C 3.3495 4.1429 2.8087 -0.09
C 3.0397 5.6913 2.3670 -0.18
N 2.3683 6.1094 1.2451 0.03
C 4.4775 3.6100 0.4256 -0.10
C 6.0129 3.5924 0.9965 -0.28
N 7.0741 3.5528 -0.1215 -0.09
O 2.0719 3.0006 0.8037 0.02
C 0.8974 3.1518 1.6724 -0.18
N -0.0447 3.4134 2.5275 0.06
H 2.4121 -0.0361 -4.0132 0.08
H 0.5465 -0.5060 -3.6269 0.03
H 1.2646 1.1711 -3.0713 0.09
H 1.1866 -1.3037 -1.4111 0.08
H 3.0150 -1.2680 -2.1175 0.12
H 3.6954 -0.9274 -0.0753 0.11
H 4.5158 0.7407 -0.3851 0.13
H 3.5904 -0.3153 2.1742 0.12
H 1.9899 0.5882 1.7793 0.13
H 2.6795 3.7674 3.7220 0.12
H 4.4605 4.1412 3.2455 0.11
H 3.4129 6.5381 3.1180 0.10
H 2.3430 7.1730 1.2640 -0.04
H 4.2591 4.7046 0.0573 0.09
H 4.4483 2.9146 -0.5296 0.10
H 6.2110 4.6252 1.5614 0.11
H 6.2698 2.7086 1.7194 0.11
H 7.7506 4.3508 0.0744 0.05
H 6.5747 3.8575 -0.9978 0.04
C -1.0832 -3.1674 0.4528 -1.51
Cl -1.7485 -1.9907 -0.6927 0.51
Cl -0.6665 -4.6765 -0.3769 0.47
Cl 0.3353 -2.4990 1.2779 0.56
H -1.8466 -3.3867 1.2036 0.00
C -1.4272 -3.0586 -4.6328 -1.50
Cl -0.7772 -3.6162 -3.0816 0.47
Cl -2.5810 -1.7371 -4.3849 0.50
Cl -0.1160 -2.5461 -5.7086 0.52
H -1.9541 -3.8918 -5.1048 0.02
C -6.7653 -1.5728 -5.1424 -1.51
Cl -5.7807 -0.3075 -4.3881 0.49
Cl -5.7681 -2.5947 -6.1914 0.51
Cl -7.5736 -2.5517 -3.9064 0.48
H -7.5313 -1.0926 -5.7567 0.02
C -6.6298 1.0948 -0.6522 -1.52
Cl -7.1970 2.4843 -1.5941 0.51
Cl -7.8824 -0.1557 -0.5721 0.50
Cl -5.1387 0.4381 -1.3486 0.49
H -6.4151 1.4328 0.3648 0.02
C 0.3681 -5.0122 4.0464 -1.52
Cl 1.4841 -6.3283 4.4490 0.51
Cl -0.8497 -5.5631 2.8832 0.52
Cl -0.4087 -4.3855 5.5103 0.51
H 0.9414 -4.2028 3.5873 -0.01
C -1.2589 -8.1895 7.4988 -1.53
Cl -2.5939 -7.5206 8.4527 0.51
Cl -1.5012 -7.8624 5.7744 0.50
Cl 0.2903 -7.5262 8.0461 0.51
H -1.2404 -9.2726 7.6446 0.02
C -9.5876 -5.6838 -2.5991 -1.53
Cl -8.6030 -4.4185 -1.8448 0.48
Cl -8.5904 -6.7058 -3.6481 0.52
Cl -10.3960 -6.6628 -1.3631 0.52
H -10.3536 -5.2037 -3.2134 0.02
C 2.3396 8.6322 -1.9060 -1.53
Cl 2.1446 9.2523 -0.2577 0.53
Cl 1.9252 6.9109 -1.9762 0.54
Cl 1.3436 9.5586 -3.0412 0.49
H 3.3876 8.7461 -2.1950 0.02

Entry 3:
57
Properties=species:S:1:pos:R:3:mulliken_spin:R:1 method="wB97M-V/def2-TZVPD" molar_mass_g_mol=604.5 total_charge=+2 multiplicity=4 largest_force_ev_per_a=1.8 homo_ev="-14.78 / -14.78" e_lumo_ev="-6.364 / -8.139"
Re -0.0729 0.0256 0.0259 2.50
C 2.9750 -1.7095 -0.6126 0.01
C 1.9464 -2.8082 -0.3789 0.00
N 0.7425 -2.2570 0.2738 0.06
C -0.4444 -3.0401 -0.0936 0.00
C -0.8930 -2.7677 -1.5348 0.01
S -0.6124 -1.0547 -2.1553 -0.01
C 0.8784 -1.3018 -3.2064 0.01
C 2.1613 -0.6205 -2.7244 0.00
N 2.3542 -0.5677 -1.2769 0.10
H 3.3468 -1.3559 0.3531 0.00
H 3.8196 -2.1124 -1.1862 0.00
H 1.6614 -3.2465 -1.3353 0.00
H 2.3962 -3.5941 0.2363 0.00
H 0.8774 -2.3358 1.2827 0.01
H -0.2375 -4.1141 0.0014 0.00
H -1.2587 -2.7824 0.5856 0.01
H -0.4150 -3.4229 -2.2619 0.00
H -1.9699 -2.9180 -1.6033 0.00
H 1.0104 -2.3749 -3.3311 0.00
H 0.6083 -0.8809 -4.1754 0.00
H 2.9993 -1.1317 -3.2148 0.00
H 2.1529 0.4104 -3.0802 0.00
H 2.9306 0.2429 -1.0840 0.01
B 2.3539 1.4584 2.1625 0.04
N 1.1108 0.8142 2.7872 -0.04
C 0.8771 0.6322 4.0863 0.04
C -0.2631 -0.1535 4.2359 0.01
C -0.6846 -0.4101 2.9440 0.01
N 0.1573 0.1851 2.0784 0.10
N 1.9940 2.1453 0.8423 -0.01
C 2.5382 3.2765 0.3876 0.05
C 2.0874 3.5061 -0.9062 0.01
C 1.2431 2.4415 -1.1760 0.02
N 1.2019 1.6239 -0.1076 -0.06
H 2.8166 2.2392 2.9238 0.00
H 3.1640 0.6040 1.9385 0.00
H 1.4884 1.0768 4.8458 0.00
H -0.7134 -0.4808 5.1493 0.00
H -1.5520 -0.9473 2.6020 0.01
H 3.2227 3.8437 0.9852 0.00
H 2.3221 4.3354 -1.5410 0.00
H 0.6806 2.2330 -2.0688 0.00
C -5.0020 -0.2873 -0.1434 0.00
N -3.9813 0.7367 -0.1107 0.00
C -4.2968 2.0653 -0.1858 -0.01
C -3.3537 3.0243 -0.1698 0.00
C -1.9393 2.6764 -0.1144 0.00
O -1.0109 3.4578 -0.1095 0.03
N -1.7048 1.3098 -0.0734 0.01
C -2.6814 0.3933 -0.0111 0.03
O -2.2867 -0.7896 0.1514 0.05
H -5.9025 0.0778 0.3437 0.00
H -4.6427 -1.1729 0.3766 0.00
H -5.2429 -0.5596 -1.1725 0.00
H -5.3508 2.2897 -0.2545 0.00
H -3.6074 4.0719 -0.1982 0.00

Entry 4:
52
Properties=species:S:1:pos:R:3:lowdin_charge:R:1 method="wB97M-V/def2-TZVPD" molar_mass_g_mol=392.3 largest_force_ev_per_a=0.8 homo_ev=-7.99 e_lumo_ev=0.405
C -0.2607 5.6606 -2.6452 -0.12
O -1.5484 5.1446 -2.8990 -0.20
C -1.5723 4.0616 -3.8127 -0.21
C -1.7078 2.6729 -3.1446 -0.16
C -2.0750 2.6990 -1.6604 -0.17
C -0.9057 2.8652 -0.6956 -0.15
N 0.2062 1.9362 -0.9635 0.11
C 0.5747 1.0532 0.0054 -0.59
O -0.1567 0.3714 0.6725 0.10
O 1.9448 1.0137 0.1243 -0.07
C 2.5183 -0.2337 0.3804 -0.70
Cl 1.9171 -1.4789 -0.7713 0.68
C 4.0464 -0.1327 0.3105 -0.72
C 4.6651 0.2184 1.6708 -0.10
Cl 4.5625 1.0191 -0.9530 0.64
H 0.0297 6.3870 -3.4116 0.09
H -0.2806 6.1637 -1.6790 0.09
H 0.4985 4.8704 -2.6118 0.08
H -0.6753 4.0936 -4.4396 0.12
H -2.4190 4.2275 -4.4801 0.12
H -2.4921 2.1272 -3.6700 0.11
H -0.7854 2.1037 -3.2777 0.10
H -2.5724 1.7582 -1.4109 0.10
H -2.7902 3.4976 -1.4565 0.12
H -0.5154 3.8815 -0.7159 0.11
H -1.2609 2.6694 0.3157 0.13
H 1.0177 2.3550 -1.3950 0.14
H 2.2227 -0.5882 1.3666 0.10
H 4.4036 -1.0981 -0.0321 0.08
H 5.4304 -0.5106 1.9313 0.08
H 5.1484 1.1910 1.6368 0.07
H 3.9174 0.2253 2.4630 0.08
C -3.1773 -3.3601 0.4642 -0.11
C -4.1174 -2.6378 -0.3203 -0.12
C -3.4545 -1.5681 -0.8659 -0.14
N -2.1577 -1.6175 -0.4422 0.01
C -1.9792 -2.7008 0.3645 -0.14
H -3.3606 -4.2541 1.0369 0.09
H -5.1584 -2.8743 -0.4645 0.09
H -3.7983 -0.7810 -1.5154 0.10
H -1.4373 -0.9511 -0.6602 0.11
H -1.0164 -2.9044 0.8004 0.09
C 1.3945 -4.0040 4.5254 -0.11
C 0.7467 -5.2562 4.7095 -0.11
C 0.2707 -5.6531 3.4884 -0.14
N 0.6073 -4.6920 2.5761 0.00
C 1.2901 -3.6841 3.1981 -0.14
H 1.8772 -3.4073 5.2812 0.09
H 0.6403 -5.8000 5.6331 0.09
H -0.2765 -6.5319 3.1942 0.11
H 0.3823 -4.7190 1.5983 0.13
H 1.6388 -2.8278 2.6464 0.09

Entry 5:
52
Properties=species:S:1:pos:R:3:lowdin_charge:R:1 method="wB97M-V/def2-TZVPD" molar_mass_g_mol=407.0 largest_force_ev_per_a=0.2 homo_ev=-8.57 e_lumo_ev=0.489
C 0.8731 0.0832 -3.0904 -0.17
C -0.2858 0.5681 -2.2328 -0.55
S -0.0163 2.3038 -1.7988 0.95
C -1.4520 2.5717 -0.7021 -0.53
C -2.7254 2.8602 -1.4786 -0.11
C -1.0939 3.7465 0.2086 -0.51
O -1.5158 4.8651 -0.0377 0.05
N -0.3012 3.5167 1.2896 -0.09
C 0.0198 4.6727 2.1131 -0.03
C 0.3422 2.2604 1.6287 -0.14
C 1.8426 2.2725 1.3476 -0.19
O 2.4020 1.0213 1.7033 -0.14
C 2.3186 0.0361 0.6901 -0.19
C 2.2582 -1.3239 1.3900 -0.09
N 1.3377 -2.2998 0.8053 -0.08
C 1.8915 -3.6073 0.4860 -0.03
C 0.0060 -2.0720 0.9151 -0.44
O -0.4512 -0.9832 1.2311 0.08
C -0.9045 -3.2447 0.6836 -0.25
C -1.5567 -3.5821 -0.5441 -0.33
C -1.3786 -2.8094 -1.8137 -0.02
C -2.3445 -4.6826 -0.4058 -0.37
S -2.3283 -5.3184 1.1858 1.01
C -1.2327 -4.1011 1.6855 -0.97
Cl -0.6346 -4.0495 3.2923 0.68
H 0.7137 -0.9498 -3.4021 0.06
H 0.9751 0.6919 -3.9895 0.07
H 1.8139 0.1349 -2.5404 0.06
H -1.2288 0.4712 -2.7735 0.07
H -0.3605 -0.0099 -1.3087 0.04
H -1.5703 1.6605 -0.1145 0.10
H -3.5700 2.9663 -0.7955 0.09
H -2.6231 3.7861 -2.0390 0.08
H -2.9414 2.0439 -2.1686 0.07
H -0.8795 5.2535 2.3077 0.09
H 0.4364 4.3241 3.0570 0.09
H 0.7406 5.3293 1.6219 0.10
H 0.1880 2.0572 2.6918 0.14
H -0.1134 1.4331 1.0942 0.08
H 2.0238 2.5083 0.2949 0.10
H 2.3458 3.0238 1.9586 0.12
H 1.4195 0.1775 0.0871 0.09
H 3.1885 0.1103 0.0267 0.13
H 3.2411 -1.7902 1.4249 0.12
H 1.9462 -1.1222 2.4176 0.14
H 1.1672 -4.2073 -0.0574 0.09
H 2.7716 -3.4794 -0.1439 0.09
H 2.1835 -4.1482 1.3906 0.10
H -1.8300 -3.3336 -2.6547 0.09
H -1.8406 -1.8243 -1.7361 0.08
H -0.3196 -2.6592 -2.0341 0.08
H -2.9480 -5.1520 -1.1666 0.08